(1)
Computed, not measured: a structure of composition C26H29ClF6NO7P2S3Ti, with the ωB97M-V functional and the def2-TZVPD basis.

Each line ends with the Löwdin charge.
Cartesian coordinates (Å):
Ti (0.360294, -1.267484, 0.254982)  0.94
C (-3.093760, 2.456401, -2.073327)  -0.25
P (-2.068538, 1.582039, -0.825851)  0.92
C (-1.783289, 2.936759, 0.373248)  -0.26
C (-3.331817, 0.556885, 0.023670)  -0.37
C (-4.385057, 1.086875, 0.763556)  -0.07
C (-5.300081, 0.259689, 1.394457)  -0.05
C (-5.179761, -1.117897, 1.287308)  -0.05
C (-4.145972, -1.668564, 0.548772)  -0.08
C (-3.219958, -0.838158, -0.081374)  -0.37
P (-1.848588, -1.548591, -1.037839)  0.91
C (-2.157969, -3.342847, -1.115802)  -0.22
C (-2.127870, -1.129702, -2.783991)  -0.23
H (-3.938739, 2.973147, -1.615790)  0.05
H (-3.472900, 1.749594, -2.811795)  0.04
H (-2.469437, 3.185827, -2.592695)  0.04
H (-2.685839, 3.520185, 0.559457)  0.04
H (-1.023536, 3.604370, -0.036967)  0.04
H (-1.418179, 2.528020, 1.313611)  0.03
H (-4.492817, 2.160814, 0.854675)  0.11
H (-6.108521, 0.689458, 1.970902)  0.11
H (-5.891729, -1.766497, 1.780091)  0.12
H (-4.068546, -2.744348, 0.475127)  0.09
H (-3.111001, -3.534999, -1.610580)  0.07
H (-2.158092, -3.803285, -0.134237)  0.02
H (-1.363171, -3.796819, -1.710091)  0.07
H (-3.188289, -1.274241, -2.995537)  0.07
H (-1.550434, -1.814055, -3.406685)  0.06
H (-1.835683, -0.109466, -3.010165)  0.00
C (5.686280, 4.169811, 0.801763)  -0.03
C (4.562414, 3.234348, 1.138099)  -0.24
C (4.674576, 1.870809, 0.863322)  -0.01
C (3.657274, 0.992549, 1.186604)  -0.04
C (2.513453, 1.491200, 1.798305)  -0.30
C (2.376896, 2.841525, 2.098034)  -0.03
C (3.403509, 3.702970, 1.757977)  -0.01
S (1.175317, 0.439988, 2.151099)  0.62
O (0.570248, 0.779954, 3.384075)  -0.19
O (1.631244, -0.967120, 1.938912)  -0.37
O (0.195938, 0.535763, 0.963830)  -0.41
H (6.115709, 3.932090, -0.170949)  0.09
H (6.482997, 4.082156, 1.542697)  0.10
H (5.352400, 5.205464, 0.790587)  0.08
H (5.574188, 1.493243, 0.394021)  0.13
H (3.757017, -0.066600, 0.987022)  0.11
H (1.486377, 3.201216, 2.596750)  0.13
H (3.309145, 4.756647, 1.986921)  0.12
Cl (0.385879, 4.185097, -4.689241)  0.70
C (0.671290, 2.731064, -3.795888)  -0.67
C (1.165530, 2.807484, -2.502238)  -0.10
C (1.360789, 1.644422, -1.779833)  -0.05
C (1.075386, 0.394677, -2.332439)  -0.30
C (1.224365, -0.850905, -1.546833)  -0.16
C (0.633483, 0.344406, -3.653432)  -0.06
C (0.417567, 1.502074, -4.383422)  -0.09
H (1.391149, 3.772735, -2.069235)  0.11
H (1.733050, 1.718307, -0.766755)  0.10
H (2.115124, -0.799334, -0.863795)  0.09
H (1.347210, -1.743603, -2.160208)  0.09
H (0.453576, -0.615215, -4.122795)  0.12
H (0.066570, 1.455431, -5.405055)  0.11
F (-1.589764, -5.217560, 3.823668)  0.19
C (-1.755920, -4.476022, 2.749031)  -0.68
F (-2.951399, -3.900862, 2.767281)  0.17
F (-1.646951, -5.229447, 1.656760)  0.15
S (-0.458340, -3.164111, 2.710886)  0.68
O (-0.871989, -2.360620, 1.525793)  -0.43
O (-0.471199, -2.506385, 3.961254)  -0.18
N (0.844282, -3.967740, 2.424672)  -0.26
S (1.635590, -4.109944, 1.094599)  0.72
O (1.291282, -3.022701, 0.117018)  -0.41
O (1.664690, -5.401706, 0.517072)  -0.20
C (3.394954, -3.679473, 1.616431)  -0.66
F (3.882488, -2.803684, 0.736617)  0.15
F (4.111173, -4.781973, 1.583885)  0.19
F (3.414404, -3.153509, 2.819987)  0.18

Force components x, y, z for each atom (eV/Å):
0.1 0.2 -0.2
0.0 0.0 0.0
0.1 0.0 0.0
-0.1 0.0 0.0
0.0 -0.1 0.0
0.1 0.0 0.0
0.0 0.0 0.0
0.0 0.0 0.0
0.0 0.0 0.0
0.0 0.0 0.0
0.0 -0.1 -0.1
0.0 0.0 0.0
0.0 0.0 0.0
0.0 0.0 0.0
0.0 0.0 0.0
0.0 0.0 0.0
0.0 0.0 0.0
0.0 0.0 0.0
0.0 0.0 0.0
0.0 0.0 0.0
0.0 0.0 0.0
0.0 0.0 0.0
0.0 0.0 0.0
0.0 0.0 0.0
0.0 0.0 0.0
0.0 0.0 0.0
0.0 0.0 0.0
0.0 0.0 0.0
0.0 0.0 0.0
0.0 0.0 0.0
0.0 0.0 0.0
0.0 0.0 0.0
0.0 0.0 0.0
0.0 0.0 -0.1
0.0 0.0 0.0
0.0 0.0 0.0
0.0 0.0 0.2
0.0 0.0 0.0
0.1 -0.1 0.0
0.0 -0.1 -0.1
0.0 0.0 0.0
0.0 0.0 0.0
0.0 0.0 0.0
0.0 0.0 0.0
0.0 0.0 0.0
0.0 0.0 0.0
0.0 0.0 0.0
0.0 0.0 0.0
0.0 0.0 0.0
0.0 0.0 0.0
0.0 0.0 0.0
0.0 0.1 0.0
-0.1 0.0 -0.1
0.0 0.0 0.0
0.0 0.0 0.0
0.0 0.0 0.0
0.0 0.0 0.0
0.0 0.0 0.0
0.0 0.0 0.0
0.0 0.0 0.0
0.0 0.0 0.0
0.0 0.0 0.0
0.0 0.0 0.0
0.0 0.0 0.0
0.0 0.0 0.0
0.0 0.1 0.0
0.0 0.0 0.1
0.0 0.0 0.0
0.1 -0.1 -0.1
0.0 0.1 0.2
0.0 -0.1 0.1
0.0 0.0 0.0
-0.1 0.0 -0.1
0.0 0.0 0.0
0.0 0.0 0.0
0.0 0.0 0.0

Output
Highest occupied orbital energy ... -11.1716 eV
Orbital gap ... 0.2639 Ha
Energy above the lowest of the compared OMol25 structures with the same formula, charge and spin ... 0.897 eV
LUMO level ... -3.99 eV
Total charge ... +1



(2)
Computed, not measured: a structure of composition C26H29ClGeN3O8RuSe, with the ωB97M-V functional and the def2-TZVPD basis.

Each line ends with the Löwdin charge.
Cartesian coordinates (Å):
Ru (-0.535969, 0.614458, 0.137742)  1.24
O (0.258699, -3.047712, 1.668398)  0.10
C (0.242700, -1.925618, 1.218824)  -0.55
O (-0.772563, -1.329521, 0.651531)  -0.16
C (1.494687, -1.065575, 1.236708)  -0.15
C (2.768383, -1.454165, 1.602092)  0.03
C (3.807047, -0.543235, 1.436786)  -0.02
C (3.560164, 0.717221, 0.904359)  0.02
C (2.259598, 1.041757, 0.571051)  -0.16
N (1.286915, 0.160607, 0.768951)  -0.02
C (1.759989, 2.330810, -0.053419)  -0.58
O (2.489278, 3.291855, -0.150259)  0.09
O (0.504523, 2.268143, -0.403121)  -0.15
H (2.921689, -2.453324, 1.984494)  0.13
H (4.815948, -0.823925, 1.708382)  0.12
H (4.341967, 1.443802, 0.733270)  0.13
Cl (-3.561078, -2.524898, -5.679027)  0.69
C (-2.543029, -1.766469, -4.484387)  -0.67
C (-1.149619, -1.989791, -4.527485)  -0.08
C (-0.329985, -1.434558, -3.593707)  0.01
C (-0.838430, -0.632515, -2.526664)  -0.32
O (-0.004749, -0.155068, -1.688113)  -0.12
C (-2.254076, -0.412608, -2.507100)  -0.13
C (-2.919596, 0.411002, -1.563906)  -0.15
O (-2.462222, 0.958482, -0.538340)  -0.14
C (-3.078229, -0.985492, -3.513503)  -0.08
H (-0.739920, -2.610433, -5.313934)  0.11
H (0.738576, -1.597822, -3.619754)  0.12
H (-3.984394, 0.587632, -1.757754)  0.14
H (-4.145957, -0.812242, -3.475923)  0.12
O (-5.016276, -3.403739, -2.680478)  -0.06
C (-3.957634, -4.152577, -2.101983)  -0.23
N (-3.577311, -3.548071, -0.859248)  0.11
C (-3.681084, -4.195223, 0.337421)  -0.43
O (-4.034799, -5.353569, 0.447314)  0.08
C (-3.319324, -3.374561, 1.535996)  -0.12
C (-2.762257, -4.006501, 2.637426)  0.00
C (-2.407044, -3.240682, 3.731521)  -0.05
C (-2.629479, -1.873754, 3.683018)  -0.15
N (-3.191991, -1.254615, 2.646232)  0.06
C (-3.526491, -2.004602, 1.600816)  -0.10
H (-4.896116, -3.399604, -3.636505)  0.02
H (-3.105586, -4.187450, -2.787549)  0.12
H (-4.277454, -5.167330, -1.870081)  0.12
H (-3.089918, -2.666113, -0.892769)  0.12
H (-2.607143, -5.076517, 2.609296)  0.13
H (-1.949280, -3.684560, 4.604507)  0.11
H (-2.342310, -1.241736, 4.517291)  0.10
H (-3.999788, -1.481053, 0.774695)  0.12
C (-0.354875, 2.914470, 5.829668)  -0.22
Ge (0.842671, 3.185450, 4.311781)  0.74
C (1.738508, 4.914594, 4.414000)  -0.21
C (2.144156, 1.733513, 4.192568)  -0.21
C (-0.233624, 3.144722, 2.660057)  -0.52
Se (-1.105800, 1.407857, 2.440610)  0.96
C (-2.921333, 2.065241, 2.283593)  -0.35
H (0.219022, 2.827415, 6.752618)  0.02
H (-0.936345, 2.000149, 5.704161)  0.01
H (-1.043924, 3.753130, 5.934340)  0.02
H (2.366676, 4.966920, 5.303695)  0.02
H (1.008988, 5.723233, 4.462492)  0.02
H (2.367647, 5.069799, 3.537374)  0.02
H (2.691036, 1.623940, 5.129478)  0.03
H (2.864112, 1.945207, 3.402152)  0.01
H (1.651826, 0.783333, 3.974554)  0.01
H (0.370088, 3.348161, 1.777687)  0.00
H (-1.033864, 3.883721, 2.685423)  0.03
H (-3.154176, 2.599674, 3.202029)  0.03
H (-3.554036, 1.188267, 2.187784)  0.00
H (-2.998350, 2.713967, 1.416101)  0.03

Force components x, y, z for each atom (eV/Å):
0.0 -0.1 0.0
0.0 0.0 0.0
0.0 0.0 0.1
0.0 0.0 0.0
0.0 0.0 0.0
0.0 0.0 0.0
0.0 0.0 0.0
0.0 0.0 0.0
0.0 0.0 0.0
0.0 0.0 0.0
-0.1 0.1 0.2
0.0 0.0 -0.1
0.0 0.0 0.0
0.0 0.0 0.0
0.0 0.0 0.0
0.0 0.0 0.0
0.0 0.0 0.0
0.0 0.0 0.0
0.0 0.0 0.0
0.0 0.0 0.0
0.0 0.0 0.0
0.0 0.0 0.0
0.0 0.1 0.1
0.0 0.0 0.0
0.0 0.0 0.0
0.0 0.0 0.0
0.0 0.0 0.0
0.0 0.0 0.0
0.0 0.0 0.0
0.0 0.0 0.0
0.0 0.0 0.0
0.0 -0.1 0.0
0.1 0.1 -0.1
0.0 0.0 0.0
0.0 0.0 0.0
0.0 0.0 0.0
0.0 0.0 0.0
0.0 0.0 0.0
0.0 0.0 0.0
0.0 0.0 0.0
0.0 0.1 0.0
0.0 0.0 0.0
0.0 0.0 0.0
0.0 0.0 0.0
0.0 0.0 0.1
0.0 0.0 0.0
0.0 0.0 0.0
0.0 0.0 0.0
0.0 0.0 0.0
0.0 0.0 0.0
0.0 0.0 0.0
0.0 0.0 0.0
0.0 0.0 0.0
0.0 0.0 0.0
0.0 0.0 -0.1
0.0 0.0 0.0
0.0 0.0 0.0
0.0 0.0 0.0
0.0 0.0 0.0
0.0 0.0 0.0
0.0 0.0 0.0
0.0 0.0 0.0
0.0 0.0 0.0
0.0 0.0 0.0
0.0 0.0 0.0
0.0 0.0 0.0
0.0 0.0 0.0
0.0 0.0 0.0
0.0 0.0 0.0
0.0 0.0 0.0

Output
Highest occupied orbital energy (spin up / spin down) ... -8.4559 / -8.3883 eV
Orbital gap (spin up / spin down) ... 0.2861 / 0.2532 Ha
2S+1 ... 2
Energy above the lowest of the compared OMol25 structures with the same formula, charge and spin ... 0.000 eV
LUMO level (spin up / spin down) ... -0.67 / -1.50 eV